This record from OMol25 describes a structure of composition C29H37Br4N11O4Sr in a non-equilibrium geometry. The level of theory is wB97M-V/def2-TZVPD.

ORCA input file:
```
! wB97M-V def2-TZVPD RIJCOSX def2/J DEFGRID3
* xyz 0 1
Sr -0.0139 -0.4830 0.4099
O 3.8067 2.6794 -0.4499
C 3.9283 2.5284 -1.7882
C 5.1600 2.8274 -2.3688
C 5.3217 2.7157 -3.7380
C 4.2646 2.3018 -4.5486
C 3.0524 1.9833 -3.9623
C 2.8607 2.0814 -2.5818
C 1.5760 1.6541 -1.9314
O 1.4353 1.9551 -0.6905
N 0.7512 0.9530 -2.6932
N -0.2587 0.4154 -1.9038
C -1.2759 -0.0614 -2.4939
C -2.3726 -0.6928 -1.6802
C -3.2667 -1.5691 -2.2687
C -4.2417 -2.1621 -1.4844
C -4.3259 -1.8362 -0.1405
C -3.4046 -0.9349 0.3667
N -2.4410 -0.3790 -0.3749
H 2.8384 2.5652 -0.2868
H 5.9671 3.1629 -1.7271
H 6.2801 2.9609 -4.1812
H 4.3917 2.2264 -5.6213
H 2.2210 1.6334 -4.5610
H -1.3656 -0.0273 -3.5784
H -3.1655 -1.8156 -3.3181
H -4.9259 -2.8807 -1.9195
H -5.0839 -2.2658 0.5010
H -3.4416 -0.6312 1.4092
N 4.3855 -4.0433 1.9334
C 2.9754 -3.4143 1.7953
C 2.9018 -2.1577 2.6472
C 3.4324 -0.8650 1.9863
N 2.2759 -0.0105 1.7162
C 4.1689 -1.1335 0.6687
C 3.4126 -2.0136 -0.3420
N 2.3667 -1.2187 -0.9908
C 2.7023 -3.2236 0.3167
H 4.5904 -4.2507 2.9100
H 5.1031 -3.4061 1.5884
H 4.4421 -4.9079 1.3956
H 2.3131 -4.1777 2.2097
H 3.3591 -2.3349 3.6279
H 1.8254 -2.0591 2.8204
H 4.1405 -0.3881 2.6654
H 2.5508 0.8579 1.2643
H 1.7744 0.2348 2.5670
H 5.1520 -1.5736 0.8949
H 4.4141 -0.1781 0.1912
H 4.1424 -2.3794 -1.0704
H 1.8193 -1.7797 -1.6412
H 2.7685 -0.4578 -1.5308
H 2.9054 -4.1562 -0.2223
H 1.6264 -3.0718 0.2349
C -2.6048 -1.6018 4.4423
N -2.7679 -0.1674 4.2293
C -3.1198 0.5374 5.4614
C -1.7927 0.4182 3.4139
N -0.7449 -0.1429 2.9630
N -2.1328 1.7283 3.0435
C -1.5452 2.4731 2.0059
N -2.2059 3.6780 1.8344
N -0.5829 2.0244 1.3132
H -3.5303 -1.9910 4.8649
H -1.7825 -1.8339 5.1313
H -2.4060 -2.1154 3.5026
H -4.0475 0.1253 5.8549
H -3.2741 1.6000 5.2926
H -2.3411 0.4283 6.2256
H -0.6292 -1.1074 3.2759
H -3.0704 1.9987 3.2833
H -2.6131 4.1036 2.6506
H -1.7485 4.3267 1.2158
H -0.2582 2.6584 0.5849
Br -0.5125 -7.7308 2.4327
C -0.5757 -6.1217 1.4573
C -0.9238 -6.1041 0.1196
Br -1.4007 -7.6941 -0.7755
C -0.9128 -4.8783 -0.5828
Br -1.2747 -4.7923 -2.4351
C -0.5684 -3.6611 0.0151
O -0.4433 -2.5329 -0.6165
C -0.2681 -3.6713 1.4409
O 0.0312 -2.5346 2.0074
C -0.2453 -4.9045 2.0950
Br 0.2803 -4.8420 3.9230
*
```

HOMO in eV: -6.2
Frontier orbital gap in eV: 5.5

This record from OMol25 describes a cluster of 2 separate species, CH3N2O in total in a non-equilibrium geometry. The level of theory is wB97M-V/def2-TZVPD.

ORCA input file:
```
! wB97M-V def2-TZVPD RIJCOSX def2/J DEFGRID3
* xyz 1 1
C 0.2112 0.0549 -0.0104
N 0.4447 -0.9002 0.8913
N -0.7148 0.8244 -0.4488
O 1.4229 0.0184 0.3140
H 0.7840 -2.2135 0.6423
H -1.6757 0.6657 -0.3012
H -0.4723 1.5503 -1.0873
*
```

HOMO in eV: -16.7
Frontier orbital gap in eV: 11.1

This record from OMol25 describes a structure of composition C25H41IrN2O8S2Si in a non-equilibrium geometry. The level of theory is wB97M-V/def2-TZVPD.

ORCA input file:
```
! wB97M-V def2-TZVPD RIJCOSX def2/J DEFGRID3
* xyz 1 2
Ir -0.1464 2.8501 -0.1441
O 0.7691 3.0533 -2.4485
C 2.1036 2.5849 -2.4200
C 2.9823 3.3902 -1.4596
N 2.4709 3.3985 -0.0884
C 2.5076 4.6860 0.5335
C 1.2745 5.6495 0.0952
O 1.4706 6.8247 0.2543
O 0.2933 5.0449 -0.3855
C 2.9148 2.3041 0.7342
C 1.8994 1.8773 1.8926
O 2.3277 1.0576 2.6701
O 0.7791 2.4356 1.8593
H 0.7554 3.9845 -2.7088
H 2.0334 1.5423 -2.0980
H 2.5412 2.6236 -3.4260
H 3.9941 2.9704 -1.4835
H 3.0322 4.4234 -1.8128
H 2.4150 4.5919 1.6146
H 3.4016 5.2648 0.2815
H 3.0451 1.4097 0.1245
H 3.8483 2.5206 1.2673
S -4.6561 3.8098 -0.6849
C -2.9671 4.0800 -0.5461
N -2.3209 3.2647 0.2287
C -3.1546 2.3568 0.8311
C -2.7837 1.3876 1.7611
C -3.7632 0.5561 2.2589
C -5.0910 0.6713 1.8422
C -5.4767 1.6352 0.9331
C -4.5010 2.4883 0.4393
H -2.4876 4.8898 -1.0646
H -1.7507 1.3246 2.0703
H -3.5043 -0.1894 2.9931
H -5.8313 -0.0037 2.2385
H -6.5034 1.7321 0.6222
C 2.1170 -2.1458 3.1854
C 0.7494 -2.1593 2.5077
C 0.1373 -3.5563 2.5087
C -0.1872 -1.1448 3.1538
O 0.9852 -1.7787 1.1385
Si 0.1321 -1.6546 -0.1918
S -0.1682 0.5656 -0.5062
O 0.8978 -2.0377 -1.5348
C 2.2335 -2.4173 -1.9008
C 2.2448 -2.4815 -3.4273
C 3.2154 -1.3657 -1.3914
C 2.5380 -3.7805 -1.2889
O -1.3799 -2.1429 -0.0899
C -2.4231 -2.3988 -1.0421
C -2.1060 -3.7176 -1.7413
C -3.7182 -2.4830 -0.2365
C -2.4937 -1.2575 -2.0523
H 2.0173 -2.4636 4.2185
H 2.5300 -1.1410 3.1664
H 2.7988 -2.8196 2.6731
H -0.0117 -3.9003 3.5278
H 0.7965 -4.2522 1.9948
H -0.8191 -3.5401 1.9925
H -0.3801 -1.4256 4.1849
H -1.1252 -1.1149 2.6038
H 0.2744 -0.1602 3.1441
H 1.9357 -1.5278 -3.8473
H 1.5619 -3.2499 -3.7781
H 3.2441 -2.7133 -3.7818
H 3.0120 -0.4099 -1.8700
H 4.2336 -1.6629 -1.6246
H 3.1102 -1.2613 -0.3144
H 1.7939 -4.5079 -1.6034
H 2.5181 -3.7106 -0.2047
H 3.5195 -4.1182 -1.6079
H -2.0567 -4.5237 -1.0137
H -1.1427 -3.6382 -2.2378
H -2.8692 -3.9499 -2.4778
H -3.6505 -3.2724 0.5065
H -4.5519 -2.6956 -0.8977
H -3.9057 -1.5404 0.2728
H -1.5577 -1.1920 -2.6018
H -2.6657 -0.3126 -1.5390
H -3.3060 -1.4321 -2.7514
*
```

HOMO (alpha / beta) in eV: -11.9 / -11.9
Expectation value of S²: 0.81
Frontier orbital gap (alpha / beta) in eV: 6.5 / 6.0

This record from OMol25 describes an isolated molecule of C5H7NO in a non-equilibrium geometry. The level of theory is wB97M-V/def2-TZVPD.

ORCA input file:
```
! wB97M-V def2-TZVPD RIJCOSX def2/J DEFGRID3
* xyz 0 1
C 1.0767 1.3271 -0.2367
C -0.0773 0.4123 0.1855
C -0.6398 -0.4069 -0.9956
C -1.8960 -1.1590 -0.8991
O 0.7810 -2.4347 2.5874
C 0.3286 -0.5393 1.2358
N 0.5439 -1.4792 1.8842
H 1.4413 1.9217 0.6057
H 0.7294 2.0119 -1.0172
H 1.9124 0.7437 -0.6368
H -0.8903 1.0256 0.5965
H -1.0165 0.2902 -1.7825
H 0.1546 -0.9720 -1.5023
H -2.4481 -0.7413 -0.0249
*
```

HOMO (alpha / beta) in eV: -9.1 / -9.1
Frontier orbital gap (alpha / beta) in eV: 8.5 / 8.5

This record from OMol25 describes a cluster of 4 separate species, C15H26Br2IN8O4S in total in a non-equilibrium geometry. The level of theory is wB97M-V/def2-TZVPD.

ORCA input file:
```
! wB97M-V def2-TZVPD RIJCOSX def2/J DEFGRID3
* xyz 1 1
C 3.8024 1.1205 -0.5233
C 2.3388 1.1946 -0.2290
Br 1.6322 -0.0642 0.9436
C 1.4992 2.1053 -0.7539
Br 2.0504 3.3768 -2.0103
N 0.1485 2.2210 -0.4058
C -0.5135 3.0263 0.4798
N 0.1308 3.9647 1.1620
I -0.7724 5.2503 2.4060
N -1.8208 2.7712 0.5343
C -2.0118 1.7724 -0.3266
N -3.1726 1.1502 -0.6829
C -3.8544 0.4848 0.1058
S -4.7827 -0.2408 1.0678
N -0.8740 1.4270 -0.9316
O -0.6149 0.4382 -1.8052
H 4.3032 0.3575 0.0657
H 3.9556 0.9029 -1.5842
H 4.2758 2.0840 -0.3186
H 1.1318 4.0332 1.0695
H -0.3956 0.8732 -2.6446
C -4.2846 -0.9806 -5.7671
O -4.0433 -1.6794 -6.7267
N -4.3734 -1.4446 -4.4988
C -4.6400 -0.5748 -3.3785
C -4.1885 -2.8684 -4.2783
H -4.4498 0.1084 -5.8422
H -3.8184 -0.6070 -2.6591
H -5.5633 -0.8566 -2.8652
H -4.7459 0.4489 -3.7347
H -3.2035 -3.1918 -4.6158
H -4.9298 -3.4485 -4.8274
H -4.2915 -3.0717 -3.2140
C 5.2187 -1.9056 0.5351
O 6.1270 -1.1008 0.4554
N 4.8911 -2.7802 -0.4356
C 3.7837 -3.7004 -0.3018
C 5.7020 -2.8020 -1.6427
H 4.5576 -1.9726 1.4173
H 4.1182 -4.7380 -0.3537
H 3.0382 -3.5429 -1.0846
H 3.3079 -3.5436 0.6653
H 6.7420 -3.0277 -1.4089
H 5.6814 -1.8348 -2.1458
H 5.3097 -3.5652 -2.3105
C 0.3128 1.7389 4.9097
O 0.8279 1.5646 3.8155
N -0.8976 1.2703 5.2554
C -1.4649 1.4962 6.5706
C -1.6459 0.4972 4.2808
H 0.8142 2.2941 5.7169
H -1.6475 0.5538 7.0888
H -2.4069 2.0434 6.5059
H -0.7650 2.0829 7.1625
H -1.0893 -0.3916 3.9794
H -1.8503 1.0857 3.3840
H -2.5891 0.1950 4.7305
*
```

HOMO in eV: -11.2
Frontier orbital gap in eV: 7.8